Entry 1:
The following is a DFT calculation (the ωB97M-V functional and the def2-TZVPD basis) of a 12-piece molecular cluster, C12H21Cl27 overall at a distorted geometry.

## Properties
lowest unoccupied orbital energy: 0.1 eV
HOMO level: -0.39222 Ha
SMILES string: ClC(Cl)Cl.ClC(Cl)Cl.ClC(Cl)Cl.ClCCl.ClCCl.ClCCl.ClCCl.ClCCl.ClCCl.ClCCl.ClCCl.ClCCl
2S+1: 1

Atoms and positions in Å:
C1 -2.387 4.107 -1.957
Cl1 -1.298 2.877 -1.387
Cl2 -2.243 4.220 -3.767
Cl3 -2.096 5.682 -1.110
H1 -3.417 3.922 -1.651
C2 -2.668 -1.056 -5.541
Cl4 -4.046 -1.982 -5.145
Cl5 -2.190 -1.501 -7.209
Cl6 -1.445 -1.236 -4.251
H2 -2.882 0.008 -5.645
C3 0.649 0.636 0.384
Cl7 1.388 0.744 -1.205
Cl8 1.491 1.530 1.676
Cl9 0.404 -1.071 0.926
H3 -0.374 1.011 0.368
C4 3.052 -1.562 -3.890
Cl10 2.957 -2.893 -2.705
Cl11 2.397 -2.038 -5.488
H4 2.321 -0.860 -3.488
H5 4.117 -1.364 -4.012
C5 -1.854 4.000 4.522
Cl12 -0.207 3.583 5.031
Cl13 -2.222 3.304 2.859
H6 -2.575 3.694 5.280
H7 -1.910 5.085 4.433
C6 4.377 3.019 -2.544
Cl14 3.689 1.832 -3.621
Cl15 3.147 4.322 -2.395
H8 4.650 2.485 -1.634
H9 5.199 3.532 -3.043
C7 -4.271 -1.030 -1.016
Cl16 -2.658 -0.789 -0.344
Cl17 -4.753 0.323 -2.081
H10 -4.149 -1.897 -1.665
H11 -4.978 -1.273 -0.224
C8 -2.211 -4.728 -0.573
Cl18 -3.964 -4.697 -0.890
Cl19 -1.877 -3.981 1.004
H12 -2.025 -5.802 -0.596
H13 -1.652 -4.170 -1.324
C9 1.715 5.334 0.880
Cl20 0.367 5.891 1.858
Cl21 2.732 6.734 0.317
H14 2.405 4.881 1.592
H15 1.344 4.743 0.043
C10 3.480 -0.845 4.187
Cl22 5.160 -1.314 4.070
Cl23 3.353 0.864 4.649
H16 3.089 -0.890 3.171
H17 2.952 -1.523 4.858
C11 1.540 -5.882 1.072
Cl24 1.341 -4.717 -0.275
Cl25 0.061 -6.879 1.242
H18 2.387 -6.541 0.879
H19 1.777 -5.349 1.993
C12 -1.330 -2.217 4.643
Cl26 -1.151 -0.451 4.587
Cl27 -3.061 -2.539 4.918
H20 -0.922 -2.712 3.761
H21 -0.723 -2.575 5.475

Löwdin population analysis, charges in e, atoms 1 to 6:
1. C -1.475
2. Cl 0.541
3. Cl 0.488
4. Cl 0.491
5. H 0.012
6. C -1.562

---

Entry 2:
The following is a DFT calculation (the ωB97M-V functional and the def2-TZVPD basis) of a 5-piece molecular cluster, C2H14NO5 overall at a distorted geometry.

## Properties
lowest unoccupied orbital energy: 3.8 eV
net charge: -1
energy relative to the best compared isomer or geometry (same formula, charge and spin): 17.1 kcal/mol
HOMO level: -0.19776 Ha
2S+1: 1

Atoms and positions in Å:
C1 0.761 -1.602 -1.175
O1 -0.107 -2.286 -0.292
C2 0.579 -0.088 -0.942
N1 1.167 0.312 0.454
H1 0.579 -1.885 -2.173
H2 1.766 -1.905 -0.986
H3 -0.523 0.249 -0.940
H4 1.139 0.564 -1.726
H5 1.057 -0.549 1.080
H6 0.481 0.956 0.857
H7 -2.324 -0.524 -2.069
H8 -2.275 0.142 -0.578
O2 -2.525 0.306 -1.596
H9 3.222 0.680 0.345
H10 4.315 1.650 0.958
O3 4.148 0.779 0.585
H11 -2.629 2.508 1.627
H12 -1.934 1.246 1.815
O4 -2.120 2.054 2.287
H13 -2.402 -0.764 1.443
H14 -0.645 -1.493 0.128
O5 -1.730 -0.350 0.899

Löwdin population analysis, charges in e, atoms 1 to 6:
1. C -0.302
2. O -0.147
3. C -0.222
4. N -0.029
5. H 0.079
6. H 0.089

---

Entry 3:
The following is a DFT calculation (the ωB97M-V functional and the def2-TZVPD basis) of a 2-piece molecular cluster, C3H3F2I overall at a distorted geometry.

## Properties
lowest unoccupied orbital energy: -1.5 eV
energy relative to the best compared isomer or geometry (same formula, charge and spin): 88.8 kcal/mol
HOMO level: -0.37951 Ha
2S+1: 1

Atoms and positions in Å:
C1 -0.057 0.094 0.425
C2 1.061 0.640 -0.510
C3 0.356 1.438 0.442
F1 -1.187 2.158 -1.002
F2 0.408 2.522 1.082
I1 3.037 0.036 -0.108
H1 -1.033 -0.082 0.057
H2 0.312 -0.430 1.292
H3 0.756 0.838 -1.578

Löwdin population analysis, charges in e, atoms 1 to 6:
1. C -0.065
2. C -0.656
3. C -0.326
4. F -0.443
5. F 0.243
6. I 0.890

---

Entry 4:
The following is a DFT calculation (the ωB97M-V functional and the def2-TZVPD basis) of an isolated ion of composition C4H12NOS and charge +2 at a distorted geometry.

## Properties
lowest unoccupied orbital energy (spin up / spin down): -7.4 / -12.8 eV
net charge: +2
energy relative to the best compared isomer or geometry (same formula, charge and spin): 0.0 kcal/mol
HOMO level (spin up / spin down): -0.68756 / -0.68752 Ha
2S+1: 2

Atoms and positions in Å:
C1 -0.753 -0.877 0.950
O1 -1.971 -0.550 1.587
C2 -0.360 0.389 0.185
C3 0.600 0.178 -0.995
C4 1.930 -0.546 -0.635
S1 2.913 0.219 0.620
N1 -1.697 0.947 -0.376
H1 0.025 -1.155 1.667
H2 -0.906 -1.706 0.241
H3 -2.197 -1.227 2.245
H4 -0.081 1.169 0.901
H5 0.077 -0.385 -1.761
H6 0.866 1.157 -1.399
H7 1.729 -1.553 -0.246
H8 2.537 -0.655 -1.527
H9 3.367 1.310 -0.049
H10 -2.098 1.558 0.337
H11 -2.413 0.220 -0.517
H12 -1.568 1.507 -1.228

Löwdin population analysis, charges in e, atoms 1 to 6:
1. C -0.204
2. O -0.031
3. C -0.255
4. C -0.160
5. C -0.440
6. S 1.218

---

Entry 5:
The following is a DFT calculation (the ωB97M-V functional and the def2-TZVPD basis) of a 2-piece molecular cluster, C11H20N2O3PS overall.

## Properties
lowest unoccupied orbital energy: -3.5 eV
net charge: +1
energy relative to the best compared isomer or geometry (same formula, charge and spin): 0.0 kcal/mol
HOMO level: -0.43140 Ha
2S+1: 1

Atoms and positions in Å:
C1 3.057 2.165 3.122
P1 2.879 1.804 1.343
C2 4.357 2.615 0.639
C3 1.620 3.090 0.983
N1 1.729 4.423 0.986
C4 0.521 5.021 0.750
C5 -0.364 4.015 0.593
N2 0.331 2.833 0.734
C6 -0.312 1.523 0.614
C7 0.319 0.581 -0.401
O1 -0.283 -0.402 -0.730
H1 3.666 1.376 3.559
H2 3.489 3.142 3.333
H3 2.069 2.118 3.582
H4 4.143 3.006 -0.354
H5 5.104 1.828 0.540
H6 4.763 3.398 1.277
H7 2.596 4.913 1.151
H8 0.366 6.084 0.712
H9 -1.420 4.047 0.392
H10 -1.325 1.694 0.252
H11 -0.390 1.050 1.592
H12 1.309 0.835 -0.815
C8 -1.351 -3.599 -1.396
C9 -2.650 -2.781 -1.425
C10 -3.695 -3.608 -2.183
S1 -3.245 -5.335 -1.933
O2 -2.870 -5.898 -3.203
O3 -4.224 -5.982 -1.102
C11 -1.756 -5.012 -0.989
H13 -0.623 -3.178 -0.705
H14 -0.899 -3.615 -2.390
H15 -2.989 -2.603 -0.402
H16 -2.503 -1.810 -1.895
H17 -4.708 -3.467 -1.814
H18 -3.665 -3.426 -3.255
H19 -1.023 -5.778 -1.229
H20 -2.024 -5.068 0.066

Löwdin population analysis, charges in e, atoms 1 to 6:
1. C -0.276
2. P 0.960
3. C -0.279
4. C -0.375
5. N 0.122
6. C -0.013

---

Entry 6:
The following is a DFT calculation (the ωB97M-V functional and the def2-TZVPD basis) of C31H43EuN8 as an isolated structure at a distorted geometry.

## Properties
lowest unoccupied orbital energy (spin up / spin down): -0.2 / -0.2 eV
energy relative to the best compared isomer or geometry (same formula, charge and spin): 5.3 kcal/mol
HOMO level (spin up / spin down): -0.19703 / -0.20118 Ha
2S+1: 7

Atoms and positions in Å:
Eu1 1.218 -0.045 0.717
C1 2.773 -0.771 -1.476
C2 3.592 -0.685 -0.318
C3 3.599 0.664 0.115
C4 2.750 1.402 -0.748
C5 2.252 0.518 -1.742
C6 1.523 0.947 -2.985
C7 2.502 2.883 -0.632
C8 4.447 1.279 1.196
C9 4.512 -1.774 0.157
C10 2.738 -1.954 -2.403
H1 0.926 0.135 -3.409
H2 2.236 1.266 -3.750
H3 0.862 1.793 -2.792
H4 2.369 3.168 0.414
H5 1.607 3.185 -1.180
H6 3.343 3.457 -1.031
H7 3.845 1.900 1.860
H8 5.226 1.904 0.749
H9 4.941 0.515 1.797
H10 4.823 -1.618 1.190
H11 5.418 -1.797 -0.457
H12 4.049 -2.761 0.091
H13 1.944 -1.861 -3.144
H14 2.590 -2.896 -1.868
H15 3.687 -2.042 -2.941
N1 2.037 -1.432 2.893
C11 0.994 -2.041 3.731
C12 -0.360 -1.454 3.363
N2 -0.603 -1.683 1.923
H16 2.937 -1.821 3.144
H17 2.046 -0.416 3.113
H18 1.162 -1.874 4.800
H19 0.983 -3.122 3.557
H20 -0.333 -0.375 3.525
H21 -1.141 -1.888 3.994
H22 -1.524 -1.340 1.674
H23 -0.619 -2.683 1.753
C13 2.827 1.916 4.791
C14 1.474 2.505 4.476
C15 0.938 3.440 5.344
C16 -0.280 4.067 5.105
C17 -0.971 3.738 3.946
C18 -0.472 2.809 3.053
C19 -1.209 2.465 1.790
C20 0.779 2.146 3.271
N3 1.247 1.243 2.402
H24 2.895 1.634 5.844
H25 3.621 2.644 4.596
H26 3.034 1.043 4.175
H27 1.495 3.687 6.244
H28 -0.671 4.801 5.797
H29 -1.922 4.219 3.736
H30 -2.131 3.042 1.700
H31 -1.460 1.395 1.755
H32 -0.571 2.679 0.921
C21 -1.730 1.195 -1.734
C22 -1.264 -0.214 -1.824
N4 -0.518 -0.835 -0.932
C23 -0.362 -2.129 -1.384
C24 -1.017 -2.282 -2.559
N5 -1.595 -1.062 -2.835
C25 -2.356 -0.746 -4.029
N6 -3.771 -0.681 -3.818
N7 -4.399 0.521 -3.677
N8 -5.653 0.330 -3.599
C26 -5.914 -1.014 -3.717
C27 -7.116 -1.722 -3.722
C28 -7.041 -3.089 -3.883
C29 -5.811 -3.749 -4.033
C30 -4.612 -3.064 -4.030
C31 -4.694 -1.685 -3.877
H33 -1.140 1.730 -0.994
H34 -2.780 1.236 -1.444
H35 -1.648 1.705 -2.694
H36 0.213 -2.864 -0.845
H37 -1.115 -3.132 -3.213
H38 -2.146 -1.528 -4.756
H39 -2.030 0.213 -4.426
H40 -8.061 -1.209 -3.615
H41 -7.950 -3.676 -3.895
H42 -5.800 -4.824 -4.151
H43 -3.668 -3.582 -4.139

Löwdin population analysis, charges in e, atoms 1 to 6:
1. Eu 1.765
2. C -0.315
3. C -0.331
4. C -0.353
5. C -0.353
6. C -0.314

---

Entry 7:
The following is a DFT calculation (the ωB97M-V functional and the def2-TZVPD basis) of C67H58FInN11OPSSe as an isolated structure.

## Properties
lowest unoccupied orbital energy: 0.3 eV
energy relative to the best compared isomer or geometry (same formula, charge and spin): 0.0 kcal/mol
HOMO level: -0.24910 Ha
2S+1: 1

Atoms and positions in Å:
In1 -0.885 -0.118 0.150
N1 -5.086 -1.724 -0.502
C1 -3.782 -1.298 -0.608
S1 -2.692 -1.918 0.598
N2 -3.540 -0.500 -1.604
N3 -2.223 -0.096 -1.748
C2 -1.924 0.289 -2.930
C3 -0.593 0.627 -3.405
C4 -0.406 0.678 -4.794
C5 0.838 0.848 -5.364
C6 1.946 0.979 -4.518
C7 1.789 0.966 -3.150
C8 0.517 0.816 -2.540
O1 0.419 0.897 -1.250
H1 -5.371 -2.056 0.402
H2 -5.760 -1.201 -1.038
H3 -2.728 0.259 -3.666
H4 -1.277 0.553 -5.431
H5 0.957 0.877 -6.439
H6 2.936 1.117 -4.942
H7 2.632 1.123 -2.482
C9 3.783 -2.196 -2.530
N4 2.357 -2.192 -2.233
C10 1.764 -1.763 -1.085
N5 0.453 -1.931 -1.145
C11 0.189 -2.524 -2.356
C12 1.372 -2.680 -3.053
C13 1.631 -3.278 -4.377
C14 2.347 -2.584 -5.352
C15 2.563 -3.146 -6.603
C16 2.059 -4.405 -6.897
C17 1.343 -5.103 -5.932
C18 1.133 -4.546 -4.680
C19 -1.145 -2.942 -2.841
C20 -1.579 -2.551 -4.107
C21 -2.804 -2.980 -4.592
C22 -3.609 -3.810 -3.817
C23 -3.175 -4.213 -2.563
C24 -1.945 -3.786 -2.079
P1 2.761 -1.286 0.361
C25 2.629 0.499 0.615
N6 1.651 1.187 1.148
C26 2.096 2.474 1.267
C27 3.382 2.568 0.764
N7 3.714 1.296 0.367
C28 4.932 0.909 -0.334
C29 4.322 3.703 0.676
C30 3.989 4.852 -0.041
C31 4.868 5.924 -0.085
C32 6.087 5.864 0.580
C33 6.428 4.722 1.292
C34 5.547 3.649 1.341
C35 1.250 3.538 1.825
C36 -0.219 3.433 1.504
C37 -1.123 4.512 2.166
C38 -0.426 5.648 2.848
C39 0.887 5.627 3.062
C40 1.733 4.528 2.581
C41 1.620 -1.887 1.644
N8 0.380 -1.487 1.884
C42 -0.075 -2.225 2.947
C43 0.907 -3.095 3.356
N9 1.981 -2.867 2.521
C44 3.285 -3.515 2.601
C45 0.932 -4.033 4.493
C46 1.347 -5.356 4.342
C47 1.376 -6.217 5.431
C48 0.980 -5.769 6.683
C49 0.543 -4.460 6.838
C50 0.521 -3.597 5.753
C51 -1.426 -2.082 3.527
C52 -1.924 -0.821 3.838
C53 -3.194 -0.680 4.376
C54 -3.973 -1.803 4.618
C55 -3.477 -3.067 4.318
C56 -2.211 -3.206 3.773
H8 4.348 -2.309 -1.609
H9 4.007 -3.027 -3.193
H10 4.079 -1.266 -3.020
H11 2.701 -1.580 -5.140
H12 3.112 -2.592 -7.354
H13 2.223 -4.842 -7.874
H14 0.940 -6.084 -6.157
H15 0.576 -5.092 -3.928
H16 -0.954 -1.897 -4.704
H17 -3.136 -2.666 -5.575
H18 -4.573 -4.135 -4.190
H19 -3.797 -4.855 -1.949
H20 -1.609 -4.096 -1.100
H21 5.447 1.808 -0.659
H22 5.596 0.334 0.309
H23 4.688 0.314 -1.212
H24 3.037 4.895 -0.560
H25 4.597 6.814 -0.640
H26 6.769 6.705 0.546
H27 7.372 4.669 1.819
H28 5.804 2.766 1.918
H29 -0.348 3.319 0.427
H30 -1.888 4.891 1.488
H31 -1.036 6.475 3.199
H32 1.369 6.440 3.593
H33 2.786 4.550 2.841
H34 3.495 -3.772 3.635
H35 3.313 -4.424 2.000
H36 4.049 -2.836 2.240
H37 1.621 -5.727 3.361
H38 1.700 -7.243 5.296
H39 1.008 -6.439 7.535
H40 0.219 -4.106 7.810
H41 0.179 -2.576 5.874
H42 -1.313 0.049 3.647
H43 -3.578 0.310 4.594
H44 -4.967 -1.696 5.037
H45 -4.088 -3.946 4.494
H46 -1.835 -4.190 3.514
C57 2.241 6.297 -4.154
N10 0.846 5.911 -4.247
C58 -0.016 6.293 -5.266
C59 -1.208 5.731 -5.005
N11 -1.071 5.014 -3.827
C60 -2.098 4.194 -3.203
C61 0.196 5.118 -3.349
Se1 0.844 4.306 -1.845
H47 2.333 7.383 -4.194
H48 2.815 5.853 -4.967
H49 2.624 5.934 -3.204
H50 0.300 6.925 -6.079
H51 -2.134 5.773 -5.551
H52 -3.071 4.512 -3.570
H53 -2.049 4.317 -2.124
H54 -1.937 3.141 -3.430
F1 -3.829 4.084 4.008
C62 -3.185 3.280 3.124
C63 -3.854 2.465 2.327
C64 -3.124 1.554 1.419
C65 -1.794 1.411 1.439
C66 -0.953 2.311 2.308
C67 -1.714 3.422 3.121
H55 -4.937 2.434 2.365
H56 -3.740 0.948 0.765
H57 -0.249 1.733 2.911
H58 -1.350 3.550 4.142

Löwdin population analysis, charges in e, atoms 1 to 6:
1. In 0.694
2. N 0.061
3. C -0.864
4. S 0.712
5. N 0.008
6. N -0.051

---

Entry 8:
The following is a DFT calculation (the ωB97M-V functional and the def2-TZVPD basis) of C4H10IN3O2S as an isolated structure at a distorted geometry.

## Properties
lowest unoccupied orbital energy (spin up / spin down): 0.6 / -2.0 eV
energy relative to the best compared isomer or geometry (same formula, charge and spin): 2.8 kcal/mol
HOMO level (spin up / spin down): -0.18656 / -0.35240 Ha
2S+1: 3

Atoms and positions in Å:
C1 2.245 -1.411 0.220
C2 -3.585 0.660 -0.314
C3 -1.764 1.262 1.087
C4 -2.341 0.330 0.345
N1 2.111 -2.192 -0.788
N2 2.861 -1.660 1.394
N3 1.678 -0.132 0.207
O1 0.141 1.534 -0.795
O2 2.353 0.792 -1.966
S1 0.919 0.356 -1.190
I1 -1.518 -1.451 0.047
H1 -3.792 -0.140 -1.079
H2 -4.333 0.601 0.477
H3 -3.612 1.582 -1.002
H4 2.296 1.630 -2.376
H5 -0.792 1.004 1.522
H6 -2.025 2.334 1.144
H7 1.721 -1.780 -1.567
H8 3.344 -2.562 1.471
H9 2.457 -1.346 2.262
H10 1.636 0.591 0.898

Löwdin population analysis, charges in e, atoms 1 to 6:
1. C -0.643
2. C -0.202
3. C -0.126
4. C -0.991
5. N 0.120
6. N 0.133